(1)
Formula: CH5NO2Si
Source: OMol25
Level of theory: ωB97M-V/def2-TZVPD

Structure (XYZ):
```
10
Properties=species:S:1:pos:R:3:forces:R:3
Si -0.4987 0.5838 -0.3213 1.05 1.36 -1.19
O 2.3424 1.3139 0.4279 -0.55 -1.75 -0.62
O 3.1447 -0.5935 -0.3659 -1.62 1.92 0.85
N 2.1997 0.1412 0.0511 4.27 0.07 -0.41
C 0.9543 -0.4878 0.0433 -2.11 -4.30 3.91
H -1.5842 -0.0431 -0.9852 -1.25 -1.07 0.45
H -0.5045 1.2990 0.9343 -0.92 0.66 0.11
H 1.0667 -1.6080 -0.2860 -0.21 2.52 0.60
H -0.1413 1.3520 -1.5506 0.30 0.42 0.47
H 0.6152 -0.6305 1.6904 1.05 0.14 -4.18
```
Positions in Å, forces in eV/Å.

Values from the calculation:
* relative energy (zero: lowest compared OMol25 entry of this formula, charge and spin): 448.3 kJ/mol
* charge: 0
* spin multiplicity: 1
* HOMO: -10.949 eV
* electronic energy: -14574.3009 eV
* gap between HOMO and LUMO: 9.71 eV

Atom charges from the Löwdin analysis, given in e for atoms 1 to 4: Si 0.624; O 0.026; O 0.027; N -0.485

***

(2)
Formula: CH5NO2Si
Source: OMol25
Level of theory: ωB97M-V/def2-TZVPD

Structure (XYZ):
```
10
Properties=species:S:1:pos:R:3:forces:R:3
Si 0.4678 1.6250 0.0629 0.79 -1.95 0.41
O 0.0397 2.5772 -1.0011 -0.19 1.69 -0.76
O -0.9389 -0.0348 -1.3003 -0.66 -0.55 0.05
N -0.1422 0.0162 -0.1431 0.76 0.44 0.33
C -0.1798 -1.1880 0.6633 0.88 -0.30 1.61
H 0.5955 -1.0260 1.5553 -1.39 -0.56 -2.06
H -1.1558 -1.3721 1.1859 0.60 0.33 -0.68
H 1.6565 1.7940 1.0053 -1.02 -0.33 -0.25
H -0.3909 -0.2879 -2.0642 0.17 0.18 0.53
H 0.0480 -2.1035 0.0359 0.05 1.06 0.82
```
Positions in Å, forces in eV/Å.

Values from the calculation:
* relative energy (zero: lowest compared OMol25 entry of this formula, charge and spin): 0.0 kJ/mol
* charge: 0
* spin multiplicity: 1
* HOMO: -9.652 eV
* electronic energy: -14578.9471 eV
* gap between HOMO and LUMO: 9.86 eV
* structure (SMILES): CN(O)[SiH]=O

Atom charges from the Löwdin analysis, given in e for atoms 1 to 4: Si 0.557; O -0.364; O -0.074; N -0.371

***

(3)
Formula: CH5NO2Si
Source: OMol25
Level of theory: ωB97M-V/def2-TZVPD

Structure (XYZ):
```
10
Properties=species:S:1:pos:R:3:forces:R:3
Si -1.9727 -0.0728 0.0297 1.21 1.64 -0.90
O 1.3855 -1.3754 0.1546 0.34 -2.23 -1.22
O -1.2354 -1.2760 0.5258 -0.71 -2.02 0.45
N 0.9967 -0.1987 0.5531 -0.13 5.59 0.31
C 1.3804 0.8276 -0.1512 -0.11 -3.82 0.91
H 0.5525 -1.8677 0.3217 0.38 -0.34 0.16
H 1.9606 0.6983 -1.0165 0.91 -0.32 -1.22
H -2.4378 1.0258 0.8605 -0.63 0.02 0.38
H 1.0758 1.7876 0.0633 -0.71 1.79 1.10
H -1.7057 0.4513 -1.3409 -0.55 -0.31 0.03
```
Positions in Å, forces in eV/Å.

Values from the calculation:
* relative energy (zero: lowest compared OMol25 entry of this formula, charge and spin): 159.6 kJ/mol
* charge: 0
* spin multiplicity: 1
* HOMO: -9.234 eV
* electronic energy: -14577.2933 eV
* gap between HOMO and LUMO: 8.28 eV
* structure (SMILES): O=[SiH2].C=NO

Atom charges from the Löwdin analysis, given in e for atoms 1 to 4: Si 0.646; O -0.051; O -0.439; N -0.174

***

(4)
Formula: CH5NOP
Source: OMol25
Level of theory: ωB97M-V/def2-TZVPD

Structure (XYZ):
```
9
Properties=species:S:1:pos:R:3:forces:R:3
P 1.4410 0.3368 0.0596 1.00 -0.20 -1.48
O -0.4081 -0.4997 1.5482 -0.70 0.12 2.59
N 0.2293 -0.7621 0.4941 -2.06 -1.03 -3.53
C -1.0103 -0.0730 -0.8722 0.91 -1.38 1.41
H -0.5652 0.2480 -1.7859 0.20 0.43 -0.73
H 1.0123 1.3104 0.9413 0.37 0.86 0.91
H 2.4137 -0.3830 0.7938 0.43 0.62 0.70
H -1.7723 -0.8353 -1.0125 0.12 -0.23 0.08
H -1.3405 0.6580 -0.1663 -0.28 0.80 0.04
```
Positions in Å, forces in eV/Å.

Values from the calculation:
* relative energy (zero: lowest compared OMol25 entry of this formula, charge and spin): 420.6 kJ/mol
* charge: -1
* spin multiplicity: 1
* HOMO (spin up / spin down): -1.805 / -1.806 eV
* electronic energy: -13940.5260 eV
* gap between HOMO and LUMO (spin up / spin down): 6.78 / 6.78 eV

Atom charges from the Löwdin analysis, given in e for atoms 1 to 4: P 0.632; O -0.443; N -0.642; C -0.162

***

(5)
Formula: CH5NOP
Source: OMol25
Level of theory: ωB97M-V/def2-TZVPD

Structure (XYZ):
```
9
Properties=species:S:1:pos:R:3:forces:R:3
P 1.6456 0.0189 0.0762 0.56 0.34 -0.32
O -2.3136 0.0560 -0.0967 2.29 -1.16 1.35
N -1.0609 -0.3426 0.2986 -3.29 -0.05 -2.89
C -0.0761 0.5809 -0.1139 1.38 4.54 2.23
H -0.8306 -1.2445 -0.1687 -0.49 0.27 0.96
H -0.2192 1.1179 -1.0617 -0.26 -0.51 0.15
H 1.3388 -0.8462 1.1329 -0.06 -0.20 0.82
H 1.5602 -1.0616 -0.8148 0.06 -0.41 -0.52
H -0.0443 1.7212 0.7482 -0.20 -2.81 -1.78
```
Positions in Å, forces in eV/Å.

Values from the calculation:
* relative energy (zero: lowest compared OMol25 entry of this formula, charge and spin): 140.9 kJ/mol
* charge: -1
* spin multiplicity: 3
* HOMO (spin up / spin down): 1.064 / -5.507 eV
* electronic energy: -13938.7368 eV
* gap between HOMO and LUMO (spin up / spin down): 3.68 / 8.75 eV

Atom charges from the Löwdin analysis, given in e for atoms 1 to 4: P 0.516; O -0.149; N -0.235; C -0.908

***

(6)
Formula: CH5NOP2
Source: OMol25
Level of theory: ωB97M-V/def2-TZVPD

Structure (XYZ):
```
10
Properties=species:S:1:pos:R:3:forces:R:3
P 1.4873 0.9259 0.3875 -0.89 0.73 0.66
P -0.1990 0.3794 -0.9497 1.84 1.19 -2.67
O -0.1259 -0.8874 -1.6983 0.40 -1.40 0.01
N -0.4063 -0.7671 1.3389 -1.83 -0.78 1.35
C -0.6042 -1.8398 1.0018 1.03 -0.43 -0.43
H -1.4493 0.5858 -0.5863 -1.97 0.68 1.58
H -0.1648 1.4485 -1.9453 0.40 -0.21 0.85
H 0.8198 0.6439 1.7058 1.15 1.16 -1.64
H 1.0711 2.2967 0.1874 0.36 -0.41 0.40
H -0.4288 -2.7861 0.5582 -0.49 -0.52 -0.12
```
Positions in Å, forces in eV/Å.

Values from the calculation:
* relative energy (zero: lowest compared OMol25 entry of this formula, charge and spin): 171.2 kJ/mol
* charge: 0
* spin multiplicity: 1
* HOMO: -9.713 eV
* electronic energy: -23230.6828 eV
* gap between HOMO and LUMO: 10.47 eV
* structure (SMILES): O=[PH2]P.C#N

Atom charges from the Löwdin analysis, given in e for atoms 1 to 4: P 0.572; P 0.335; O -0.539; N -0.094

***

(7)
Formula: CH5NOP2
Source: OMol25
Level of theory: ωB97M-V/def2-TZVPD

Structure (XYZ):
```
10
Properties=species:S:1:pos:R:3:forces:R:3
P 1.7815 0.0248 0.2077 -1.66 3.36 0.06
P 0.4447 -1.3236 1.1774 -1.20 1.31 1.64
O 0.3760 1.3430 -0.4862 1.60 -0.13 0.75
N -1.0060 -0.3833 -0.7253 -0.91 -0.33 -1.71
C -0.7829 0.8581 -0.8584 -0.15 0.44 1.42
H -0.2772 -0.0193 1.6175 0.85 -1.94 -0.44
H 1.2628 -1.1554 2.3543 -0.02 -0.28 -0.08
H -1.6614 1.5768 -1.0454 1.78 -0.50 -0.21
H -1.8992 -0.5117 -1.1890 -0.39 -0.76 0.41
H 1.7617 -0.4094 -1.0524 0.09 -1.17 -1.85
```
Positions in Å, forces in eV/Å.

Values from the calculation:
* relative energy (zero: lowest compared OMol25 entry of this formula, charge and spin): 156.5 kJ/mol
* charge: 0
* spin multiplicity: 1
* HOMO: -9.334 eV
* electronic energy: -23230.8351 eV
* gap between HOMO and LUMO: 8.99 eV
* structure (SMILES): [H]/N=C/O[PH]#[PH2]

Atom charges from the Löwdin analysis, given in e for atoms 1 to 4: P 0.679; P 0.439; O -0.354; N -0.071

***

(8)
Formula: CH5NOP2
Source: OMol25
Level of theory: ωB97M-V/def2-TZVPD

Structure (XYZ):
```
10
Properties=species:S:1:pos:R:3:forces:R:3
P 0.3838 0.7326 1.3438 2.33 2.14 1.77
P -1.7378 -2.2551 -0.3060 1.98 -2.17 -0.61
O -1.2934 -1.1768 0.8597 0.50 2.95 -0.55
N -0.3882 -0.2377 0.3235 -2.30 -3.82 -1.44
C 1.0774 1.8026 -0.0446 -4.03 1.53 1.42
H 0.6329 1.4761 -1.0022 0.15 0.61 0.53
H -1.0130 -1.8274 -1.5160 -0.60 0.18 0.98
H 0.7574 2.8507 0.3426 0.74 -1.44 -1.38
H -0.5126 -3.0719 0.0561 -1.50 0.17 -0.71
H 2.0934 1.7069 -0.0569 2.72 -0.15 -0.02
```
Positions in Å, forces in eV/Å.

Values from the calculation:
* relative energy (zero: lowest compared OMol25 entry of this formula, charge and spin): 153.1 kJ/mol
* charge: 0
* spin multiplicity: 3
* HOMO (spin up / spin down): -6.711 / -9.346 eV
* electronic energy: -23227.3682 eV
* gap between HOMO and LUMO (spin up / spin down): 7.53 / 6.89 eV

Atom charges from the Löwdin analysis, given in e for atoms 1 to 4: P 0.770; P 0.772; O -0.640; N -0.426